Record 1
{
  "formula": "C2H10InO4",
  "method": "ωB97M-V with the def2-TZVPD basis set",
  "species": ["In", "O", "H", "H", "O", "H", "H", "C", "C", "O", "O", "H", "H", "H", "H", "H", "H"],
  "xyz": [[-0.62095, -0.79905, -1.95420], [1.80540, -0.67430, -0.48970], [2.53167, -1.32610, -0.57401], [2.14413, 0.00321, 0.12021], [0.63227, 1.55272, -2.39263], [0.60919, 2.48004, -2.09397], [1.39787, 1.49437, -2.99620], [-0.95290, 0.44397, 1.42442], [-0.58726, -0.98310, 1.21355], [-1.18186, -1.48479, 0.03995], [-0.79368, 1.04008, 0.19566], [-0.33366, 0.89240, 2.23407], [-2.00727, 0.52194, 1.79425], [-0.98557, -1.50556, 2.12199], [0.51454, -1.16661, 1.08507], [-1.08890, -2.47176, 0.02690], [-1.08301, 1.98255, 0.24464]],
  "forces_ev_per_angstrom": [[1.585, 2.791, 1.548], [-0.110, -0.395, -0.479], [-0.239, 0.141, -0.039], [-0.069, 0.090, -0.245], [0.014, -1.276, -0.271], [-0.413, -0.121, 0.049], [-0.216, -0.010, 0.018], [-0.633, -0.465, 0.850], [1.475, 0.156, 1.530], [-1.036, -1.851, -1.267], [0.238, 1.565, -1.323], [-0.057, -0.007, -0.380], [0.357, 0.090, -0.067], [0.191, -0.589, -0.728], [-0.693, 0.092, 0.763], [-0.328, 0.288, 0.340], [-0.068, -0.500, -0.301]],
  "e_tot_ev": -15561.2853,
  "gap_ev": 4.430,
  "total_charge": 3,
  "relative_energy_ev": 0.810
}


Record 2
{
  "formula": "C3H34NO15",
  "method": "ωB97M-V with the def2-TZVPD basis set",
  "species": ["O", "C", "C", "N", "C", "O", "H", "H", "H", "H", "H", "H", "H", "H", "H", "H", "O", "H", "H", "O", "H", "H", "O", "H", "H", "O", "H", "H", "O", "H", "H", "O", "H", "H", "O", "H", "H", "O", "H", "H", "O", "H", "H", "O", "H", "H", "O", "H", "H", "O", "H", "H", "O"],
  "xyz": [[2.27509, -1.43457, 0.58228], [1.11125, -1.62894, -0.02315], [-0.17561, -0.98631, 0.37230], [-1.31532, -1.88608, -0.17499], [-2.44361, -1.09183, -0.67450], [1.11391, -2.36160, -1.01653], [3.02726, -1.96682, 0.18078], [-0.38628, 0.09277, 0.09735], [-0.18553, -0.90107, 1.47240], [-1.04106, -2.48336, -0.99414], [-1.66157, -2.51331, 0.64794], [-3.05957, -0.80823, 0.27198], [-3.10467, -1.88606, -1.19009], [-2.22841, -0.27222, -1.38505], [3.62551, 2.61707, -0.66147], [3.69226, 4.17367, -0.54807], [3.32030, 3.41934, -0.14654], [-3.29432, 1.75354, 4.10862], [-2.02211, 2.64097, 4.47543], [-2.46819, 1.80874, 4.64334], [-0.75355, -1.37564, -3.81912], [-1.18716, -0.20446, -3.01128], [-1.54396, -1.06613, -3.34844], [3.35132, 2.04318, -2.68838], [3.61649, 0.41804, -2.06803], [3.46282, 1.38811, -1.89319], [-1.80281, 0.86168, 3.39426], [-1.19254, 1.18875, 2.04674], [-1.64198, 0.52255, 2.49584], [1.50239, 3.44989, -0.02691], [1.34318, 2.16713, -0.39476], [0.81745, 2.90876, -0.13501], [-1.90484, 2.89048, -1.86300], [-0.46677, 2.53830, -1.56025], [-1.27917, 2.19076, -1.74253], [-2.89926, -2.10287, 2.25589], [-1.83280, -3.12166, 2.69746], [-2.43121, -2.92438, 1.94079], [-0.62018, 3.29639, 1.51353], [-1.33590, 4.10303, 2.59207], [-1.29436, 3.19545, 2.23941], [0.53980, -0.07019, 3.17101], [0.98570, -1.13954, 4.17538], [1.12382, -0.88520, 3.26309], [0.76233, -3.15962, -3.34587], [1.07686, -2.72893, -4.84544], [0.70131, -2.40715, -3.94974], [0.94754, -3.77880, 1.79285], [0.78012, -2.40024, 2.23051], [0.26767, -3.10142, 1.83238], [1.78451, -0.20605, -3.83055], [2.27753, 0.59624, -5.05737], [2.06634, 0.62786, -4.09924]],
  "forces_ev_per_angstrom": [[0.570, 0.624, 0.962], [1.337, -1.910, -3.869], [-0.886, 0.696, 0.786], [1.257, 0.542, -0.013], [-3.617, -1.194, 1.143], [-0.327, 0.541, 0.873], [-1.712, 0.704, 0.232], [0.646, -1.330, -0.578], [-0.677, -0.484, -0.723], [0.714, 0.836, 1.103], [0.386, 0.716, -0.772], [1.148, 0.219, -1.825], [0.893, 1.567, 0.498], [0.065, -0.587, 1.014], [-0.270, 0.953, 0.556], [0.870, 1.296, -0.705], [-0.010, -1.917, 0.314], [0.896, 0.639, 0.612], [-0.263, 0.220, -0.289], [-0.901, -0.717, 0.040], [-0.241, -0.524, -0.085], [-0.772, -0.711, -0.466], [0.942, 1.403, 0.453], [0.277, -3.072, 1.654], [-0.296, 2.156, -0.761], [0.045, 0.872, -0.713], [-0.002, 0.289, 0.001], [0.793, 2.081, -1.036], [-0.694, -2.889, 0.889], [4.554, 4.369, 0.938], [0.183, -1.390, -0.370], [-5.091, -3.189, -0.376], [-0.330, 0.619, -0.092], [3.339, 1.897, 0.948], [-3.217, -2.737, -0.904], [0.471, -1.121, -0.472], [-0.264, -0.052, -0.904], [-0.597, 1.115, 1.672], [-0.716, -0.301, 0.652], [-0.094, -0.470, -0.159], [1.080, 1.173, -0.759], [0.908, -1.401, 0.156], [0.056, -0.135, 0.427], [-0.976, 1.610, -0.270], [0.077, 0.174, -0.041], [-0.978, 0.624, 2.261], [1.342, -0.776, -2.430], [-0.195, -0.661, -0.169], [0.105, 0.984, 0.843], [0.349, -1.165, 0.036], [-0.853, -2.500, 0.449], [-0.363, -0.207, 0.984], [1.041, 2.521, -1.715]],
  "e_tot_ev": -35859.2230,
  "gap_ev": 11.090,
  "total_charge": 1,
  "relative_energy_ev": 2.309
}


Record 3
{
  "formula": "C36H41CrO4Si",
  "method": "ωB97M-V with the def2-TZVPD basis set",
  "species": ["C", "C", "C", "Si", "C", "C", "C", "C", "C", "C", "O", "C", "C", "C", "H", "H", "H", "H", "H", "H", "H", "H", "H", "H", "H", "H", "H", "H", "H", "H", "H", "H", "H", "H", "H", "H", "H", "H", "H", "H", "O", "C", "Cr", "C", "O", "C", "O", "C", "C", "C", "C", "C", "C", "C", "C", "C", "C", "C", "C", "C", "C", "C", "C", "C", "C", "C", "C", "C", "H", "H", "H", "H", "H", "H", "H", "H", "H", "H", "H", "H", "H", "H", "H"],
  "xyz": [[-0.69023, 1.38496, 0.38652], [0.37284, 0.33855, 0.02205], [-0.03331, -0.49396, -1.19317], [0.83803, -0.74992, 1.52887], [1.11022, -2.58390, 1.04280], [0.25626, -3.57903, 1.82816], [2.57794, -3.03148, 1.00750], [2.40832, -0.19203, 2.44518], [2.17491, -0.02896, 3.94891], [3.03911, 1.03543, 1.79685], [-0.44065, -0.38096, 2.60970], [-1.74429, -0.67173, 2.73708], [-2.77434, 0.21677, 2.69087], [-4.10666, -0.39528, 2.83977], [-0.79001, 2.13428, -0.41106], [-1.67543, 0.91948, 0.51397], [-0.45555, 1.93704, 1.30645], [1.30860, 0.86397, -0.21229], [-0.27449, 0.16479, -2.03641], [0.77130, -1.16002, -1.52444], [-0.92060, -1.10628, -0.99115], [0.74928, -2.60242, 0.00502], [0.39926, -4.58800, 1.41849], [0.53605, -3.61572, 2.88661], [-0.81045, -3.34809, 1.75281], [2.66499, -3.99026, 0.48031], [3.22126, -2.32030, 0.47960], [2.98503, -3.18042, 2.01409], [3.10730, -1.03038, 2.31913], [3.11923, 0.22537, 4.44899], [1.45578, 0.76835, 4.17006], [1.81572, -0.95761, 4.40720], [3.99026, 1.27818, 2.28695], [3.25922, 0.86272, 0.73758], [2.38758, 1.91466, 1.86768], [-1.96647, -1.72937, 2.92923], [-2.66210, 1.29521, 2.54488], [-4.88499, 0.35294, 3.01063], [-4.36336, -0.94985, 1.92419], [-4.11125, -1.11536, 3.67537], [-5.11778, -1.32012, -2.44827], [-5.66811, -0.29343, -2.45995], [-6.76859, 1.25044, -2.12870], [-6.47429, 0.58719, -0.40721], [-6.31448, 0.01159, 0.59432], [-8.18765, -0.03375, -1.92028], [-8.86974, -0.93428, -1.63829], [-7.28420, 2.29125, -3.96482], [-5.89337, 2.36455, -3.79789], [-5.36523, 2.81212, -2.58805], [-6.20319, 3.16317, -1.50636], [-5.69552, 3.19938, -0.13152], [-5.24248, 3.07966, 1.00498], [-4.73471, 3.08951, 2.31920], [-5.71099, 2.83767, 3.37689], [-7.07020, 2.75465, 2.97228], [-8.10422, 2.53143, 3.86986], [-7.81254, 2.28146, 5.21363], [-6.47774, 2.33373, 5.64190], [-5.44546, 2.64638, 4.75232], [-3.40197, 3.66130, 2.46879], [-2.93178, 4.43491, 1.37827], [-1.78063, 5.20162, 1.46210], [-0.99531, 5.15065, 2.61582], [-1.37105, 4.29956, 3.66251], [-2.51073, 3.49750, 3.55939], [-7.59963, 3.17261, -1.73874], [-8.14080, 2.74086, -2.94655], [-7.69947, 1.91566, -4.90110], [-5.22928, 2.04644, -4.60615], [-4.28853, 2.83582, -2.43990], [-7.32774, 2.87183, 1.92170], [-9.12625, 2.53677, 3.48904], [-8.61690, 1.97781, 5.88757], [-6.24405, 2.12270, 6.68619], [-4.42915, 2.71633, 5.11925], [-3.50438, 4.46732, 0.45435], [-1.51506, 5.82563, 0.60999], [-0.05555, 5.70493, 2.64914], [-0.76388, 4.25167, 4.56682], [-2.66259, 2.69757, 4.27104], [-8.25098, 3.44997, -0.91512], [-9.22641, 2.72396, -3.08232]],
  "forces_ev_per_angstrom": [[0.197, 0.307, -0.212], [-0.116, -0.112, 0.426], [-0.011, 0.111, -0.230], [2.244, -0.500, -0.705], [-0.710, 0.353, -0.182], [0.035, -0.273, 0.012], [0.100, 0.023, 0.000], [-0.483, -0.140, -0.092], [0.198, 0.112, 0.220], [0.230, 0.208, 0.046], [-3.794, -0.238, 0.484], [4.327, -1.084, 0.048], [-1.145, 0.796, 0.129], [-0.535, 0.363, 0.292], [-0.022, -0.190, 0.093], [0.053, 0.013, -0.097], [-0.022, -0.105, -0.159], [-0.148, -0.037, 0.056], [0.009, -0.081, 0.087], [-0.192, 0.137, 0.041], [0.076, 0.013, -0.021], [0.028, -0.150, 0.147], [-0.090, 0.169, 0.155], [-0.054, 0.029, -0.087], [-0.005, -0.077, 0.039], [-0.107, 0.168, 0.108], [-0.037, -0.071, 0.071], [-0.072, 0.067, -0.140], [-0.184, 0.214, 0.002], [-0.210, -0.010, -0.081], [0.092, -0.096, -0.010], [-0.021, 0.136, -0.045], [-0.183, 0.019, -0.068], [0.021, 0.069, 0.141], [0.093, -0.060, -0.001], [0.091, 0.248, -0.175], [0.235, -0.451, 0.010], [0.128, -0.173, -0.078], [0.019, -0.008, 0.151], [0.013, 0.091, -0.315], [-1.737, 3.617, -0.307], [2.153, -3.805, 0.154], [-0.402, -3.570, -0.880], [0.399, -1.637, 3.596], [-0.424, 1.723, -2.834], [-2.626, -3.253, 1.239], [2.160, 3.247, -1.210], [-0.545, 0.691, -0.926], [-0.122, -0.032, -0.563], [1.178, 0.958, 0.759], [0.863, 0.418, 1.061], [0.478, 0.375, 0.170], [-0.614, 0.473, -1.584], [-0.245, 0.133, 0.310], [-0.692, -0.339, -0.083], [-0.163, -0.039, 0.219], [0.331, -0.049, -0.091], [0.167, -0.220, -0.166], [-0.082, 0.065, -0.189], [-0.188, -0.064, -0.112], [0.934, -0.183, -0.593], [0.045, 0.401, 0.197], [0.023, -0.346, 0.060], [-0.027, -0.095, -0.051], [0.033, -0.179, -0.221], [-0.146, 0.535, -0.332], [-0.649, 0.515, 1.252], [-0.308, 0.420, -0.674], [0.109, 0.017, 0.340], [-0.241, 0.034, 0.376], [-0.203, -0.114, -0.001], [0.090, 0.090, 0.305], [0.239, -0.117, 0.274], [0.351, 0.309, -0.071], [-0.022, 0.134, -0.301], [-0.200, 0.011, 0.077], [0.032, 0.166, 0.352], [0.126, -0.148, 0.263], [-0.401, -0.025, 0.213], [-0.043, -0.159, -0.326], [-0.189, 0.362, 0.351], [0.055, -0.019, -0.185], [0.453, -0.091, 0.067]],
  "spin_multiplicity": 4,
  "e_tot_ev": -82467.8766,
  "gap_ev": [6.518, 4.911],
  "total_charge": 2,
  "relative_energy_ev": 0.000,
  "s_squared": 3.82
}